A 2-piece molecular cluster, C10H16OS overall in a non-equilibrium geometry, computed with ωB97M-V/def2-TZVPD.

**Molecular weight**: 184.30 g mol⁻¹
**E_tot**: -863.761970 a.u.
**Gap between HOMO and LUMO (alpha / beta)**: 0.32735 / 0.17636 Eh
**Energy above the lowest of the compared OMol25 structures with the same formula, charge and spin**: 0.00 kcal/mol
**LUMO (alpha / beta)**: -3.28 / -7.11 eV
**HOMO (alpha / beta)**: -12.2 / -11.9 eV

Structure (ORCA input):
```
! wB97M-V def2-TZVPD RIJCOSX def2/J DEFGRID3
* xyz 1 2
C -2.47 -0.46 -0.38
C -3.40 -1.16 0.61
C -1.46 0.47 0.22
C -0.73 1.32 -0.65
C -1.13 0.53 1.60
C 0.34 2.02 -0.23
C -0.08 1.22 2.08
C 0.71 1.94 1.15
O 1.72 2.65 1.62
H -1.92 -1.16 -1.01
H -3.01 0.16 -1.09
H -4.03 -0.38 1.04
H -1.00 1.29 -1.70
H -1.77 -0.02 2.28
H 1.03 2.57 -0.86
H 0.23 1.20 3.10
H 2.42 2.74 0.96
H -2.79 -1.62 1.39
H -4.05 -1.87 0.13
C 1.61 -0.47 -2.00
C 3.08 -2.11 -0.25
S 1.61 -1.07 -0.28
H 2.17 0.46 -2.06
H 2.12 -1.13 -2.70
H 0.57 -0.31 -2.24
H 3.23 -2.26 0.82
H 3.97 -1.60 -0.63
H 2.98 -2.96 -0.91
*
```

Atomic partial charges in e from the Mulliken method, atoms 1 to 4: -0.22, -1.41, 0.57, -0.87

A 2-piece molecular cluster, C10H17BrN2 overall in a non-equilibrium geometry, computed with ωB97M-V/def2-TZVPD.

**Molecular weight**: 245.16 g mol⁻¹
**E_tot**: -3074.492933 a.u.
**Gap between HOMO and LUMO (alpha / beta)**: 0.27214 / 0.27218 Eh
**Energy above the lowest of the compared OMol25 structures with the same formula, charge and spin**: 11.69 kcal/mol
**LUMO (alpha / beta)**: -0.45 / -0.45 eV
**HOMO (alpha / beta)**: -7.9 / -7.9 eV

Structure (ORCA input):
```
! wB97M-V def2-TZVPD RIJCOSX def2/J DEFGRID3
* xyz 0 1
C -0.85 0.05 -1.57
C -1.19 0.16 -0.25
C 1.56 0.98 0.13
C -0.94 -3.01 0.46
C -2.85 1.23 1.84
C 2.91 2.64 -0.98
C 3.16 0.19 -1.74
C -2.11 -2.09 0.38
C -2.18 -0.08 1.90
C 2.25 1.28 -1.15
N -0.31 0.18 -2.60
N -1.78 -0.62 0.55
Br 1.82 -0.81 0.65
H 0.00 -2.58 0.07
H -0.63 -3.18 1.43
H -1.23 -3.93 -0.17
H -3.14 1.36 2.95
H -2.20 2.10 1.52
H -3.68 1.07 1.16
H 3.10 3.09 -2.00
H 2.38 3.38 -0.34
H 3.83 2.60 -0.45
H 2.69 -0.73 -1.88
H 3.56 0.64 -2.61
H 4.03 0.08 -0.97
H -2.71 -2.14 -0.58
H -2.78 -2.19 1.13
H -1.26 -0.12 2.66
H -2.79 -0.85 2.34
H 1.36 1.29 -1.88
*
```

Atomic partial charges in e from the Mulliken method, atoms 1 to 4: 0.40, -0.13, -0.50, -0.76

C10H17BrO2Sb as an isolated structure in a non-equilibrium geometry, computed with ωB97M-V/def2-TZVPD.

**Molecular weight**: 370.91 g mol⁻¹
**E_tot**: -3355.524299 a.u.
**Gap between HOMO and LUMO**: 0.25763 Eh
**LUMO**: 3.03 eV
**HOMO**: -4.0 eV

Structure (ORCA input):
```
! wB97M-V def2-TZVPD RIJCOSX def2/J DEFGRID3
* xyz -1 1
C 3.23 1.43 0.83
C 3.66 0.31 -0.29
Br 5.09 1.15 -1.47
C 2.45 -0.14 -1.31
Sb 0.90 -1.23 -0.09
O -0.23 -1.43 -1.78
C -0.55 -2.28 1.20
O -1.95 -2.25 0.74
C -2.43 -0.88 0.51
C -2.23 0.39 1.58
C -2.81 1.87 1.12
C -3.58 2.09 -0.35
C -3.82 0.83 -1.40
C -3.23 -0.63 -0.94
H 2.25 1.18 1.43
H 4.12 1.53 1.59
H 3.06 2.51 0.35
H 4.13 -0.61 0.25
H 1.92 0.86 -1.66
H 2.80 -0.74 -2.25
H 0.24 0.36 0.29
H 1.94 -1.08 1.33
H 1.76 -2.71 -0.48
H -0.02 -0.61 -2.35
H -0.46 -1.93 2.33
H -0.23 -3.43 1.20
H -1.66 0.16 2.58
H -2.65 2.78 1.84
H -3.97 3.16 -0.69
H -4.35 0.90 -2.43
H -3.39 -1.55 -1.67
*
```

Atomic partial charges in e from the Mulliken method, atoms 1 to 4: -0.82, -0.14, -0.29, -0.90

Question: molecular weight of number 3 (C10H17BrO2Sb)?
Answer: 370.91 g mol⁻¹

Question: Which value of molecular weight does entry 2 give?
Answer: 245.16 g mol⁻¹

Question: Which value of E_tot does entry 2 give?
Answer: -3074.492933 a.u.